#1
{
  "formula": "C10H21N2O2",
  "method": "ωB97M-V/def2-TZVPD",
  "species": ["C", "N", "C", "N", "C", "O", "O", "C", "C", "C", "C", "C", "C", "C", "H", "H", "H", "H", "H", "H", "H", "H", "H", "H", "H", "H", "H", "H", "H", "H", "H", "H", "H", "H", "H"],
  "coordinates": [[2.60, -0.14, 1.06], [2.42, 0.03, -0.16], [1.10, -0.42, -0.79], [1.64, -1.59, -1.56], [0.08, -0.77, 0.24], [-0.07, -1.93, 0.48], [-0.41, 0.30, 0.77], [-1.34, 0.30, 2.04], [-0.63, -0.31, 3.16], [-1.72, 1.77, 2.24], [-2.52, -0.57, 1.49], [0.62, 0.68, -1.78], [-0.41, 0.04, -2.79], [1.86, 1.16, -2.59], [3.51, 0.31, 1.41], [1.86, -0.66, 1.72], [1.20, -2.25, -0.98], [1.26, -1.70, -2.55], [2.67, -1.60, -1.61], [-0.93, -1.35, 3.39], [0.42, -0.18, 3.16], [-0.90, 0.24, 4.04], [-0.82, 2.35, 2.34], [-2.05, 1.88, 3.23], [-2.36, 2.07, 1.48], [-3.05, 0.04, 0.90], [-2.05, -1.42, 1.16], [-3.10, -0.95, 2.41], [0.20, 1.54, -1.31], [0.11, -0.44, -3.54], [-1.03, 0.87, -3.10], [-0.98, -0.81, -2.41], [2.09, 0.60, -3.50], [1.70, 2.24, -2.97], [2.74, 1.15, -2.02]],
  "nbo_charge": [-0.003, -0.431, 0.160, -0.707, 0.779, -0.614, -0.525, 0.340, -0.680, -0.637, -0.624, -0.226, -0.620, -0.642, 0.213, 0.169, 0.462, 0.450, 0.467, 0.242, 0.224, 0.242, 0.230, 0.239, 0.224, 0.211, 0.234, 0.225, 0.254, 0.191, 0.255, 0.208, 0.201, 0.245, 0.243],
  "homo_energy_ev": -13.753,
  "total_charge": 1,
  "homo_lumo_gap_ev": 10.851,
  "smiles": "C=N[C@@]([NH3+])(C(=O)OC(C)(C)C)C(C)C",
  "multiplicity": 1,
  "e_lumo_ev": -2.90
}

#2
{
  "formula": "C10H21N2O2",
  "method": "ωB97M-V/def2-TZVPD",
  "species": ["C", "C", "N", "C", "C", "C", "C", "O", "C", "H", "H", "H", "H", "H", "H", "H", "H", "H", "H", "H", "H", "H", "H", "C", "C", "O", "N", "C", "H", "H", "H", "H", "H", "H", "H"],
  "coordinates": [[-0.79, 0.74, 4.25], [-2.24, 0.34, 3.90], [-2.26, 0.17, 2.36], [-0.83, 0.04, 1.98], [-0.43, 0.29, 0.52], [-1.67, 0.08, -0.34], [-1.69, -1.11, -1.24], [-2.49, -0.95, 0.05], [-0.26, 1.16, 2.87], [-0.22, -0.14, 4.56], [-0.78, 1.51, 5.01], [-2.94, 1.11, 4.17], [-2.50, -0.64, 4.29], [-2.72, -0.72, 2.17], [-2.75, 0.92, 1.90], [-0.36, -0.85, 2.39], [0.31, -0.42, 0.18], [-0.09, 1.30, 0.33], [-2.15, 0.98, -0.74], [-1.15, -1.98, -0.89], [-2.45, -1.20, -2.00], [0.80, 1.33, 2.77], [-0.80, 2.09, 2.66], [1.04, -0.16, -3.70], [1.92, -0.75, -2.62], [1.44, -1.27, -1.61], [3.25, -0.69, -2.79], [3.99, -0.12, -3.91], [0.00, -0.29, -3.42], [1.25, 0.90, -3.83], [1.21, -0.67, -4.65], [3.78, -1.10, -2.04], [4.61, -0.89, -4.37], [4.65, 0.68, -3.55], [3.32, 0.29, -4.65]],
  "nbo_charge": [-0.422, -0.217, -0.510, -0.053, -0.456, 0.045, -0.103, -0.569, -0.391, 0.219, 0.246, 0.232, 0.230, 0.466, 0.439, 0.235, 0.289, 0.226, 0.193, 0.232, 0.216, 0.251, 0.195, -0.721, 0.685, -0.681, -0.598, -0.414, 0.232, 0.232, 0.240, 0.405, 0.210, 0.206, 0.213],
  "homo_energy_ev": -12.023,
  "total_charge": 1,
  "homo_lumo_gap_ev": 9.374,
  "multiplicity": 1,
  "e_lumo_ev": -2.65
}

Which structure is the least stable? The one labeled #1.

#1
{
  "formula": "C29H27Br4NO2ReTe",
  "method": "ωB97M-V/def2-TZVPD",
  "species": ["Re", "C", "C", "C", "C", "C", "C", "C", "C", "C", "C", "H", "H", "H", "H", "H", "H", "H", "H", "H", "H", "H", "H", "H", "H", "Br", "C", "C", "Br", "C", "Br", "C", "O", "C", "O", "C", "Br", "C", "Te", "C", "C", "C", "C", "C", "C", "C", "H", "H", "H", "H", "H", "H", "H", "H", "C", "C", "C", "N", "C", "C", "H", "H", "H", "H", "H"],
  "coordinates": [[-0.42, -0.30, 0.71], [2.15, -4.85, 0.02], [2.02, -3.40, -0.48], [3.24, -3.02, -1.31], [1.79, -2.50, 0.71], [2.81, -1.74, 1.31], [2.61, -1.00, 2.45], [1.35, -0.96, 3.08], [1.15, -0.19, 4.36], [0.32, -1.71, 2.51], [0.53, -2.48, 1.33], [2.30, -5.52, -0.83], [1.27, -5.18, 0.57], [3.02, -4.95, 0.68], [1.13, -3.34, -1.11], [4.17, -3.23, -0.77], [3.26, -1.96, -1.59], [3.26, -3.61, -2.22], [3.80, -1.74, 0.86], [3.43, -0.43, 2.87], [0.24, 0.40, 4.34], [1.99, 0.48, 4.55], [1.07, -0.89, 5.20], [-0.60, -1.84, 3.07], [-0.24, -3.17, 0.99], [3.15, 5.58, 0.05], [1.77, 4.33, 0.21], [0.43, 4.74, 0.21], [-0.01, 6.56, 0.05], [-0.61, 3.81, 0.34], [-2.43, 4.26, 0.36], [-0.27, 2.48, 0.46], [-1.17, 1.47, 0.64], [1.06, 2.06, 0.44], [1.22, 0.72, 0.57], [2.09, 2.97, 0.33], [3.85, 2.31, 0.33], [-3.54, -2.24, -0.57], [-2.98, -1.28, 1.26], [-4.19, 0.37, 0.64], [-4.88, -0.10, -0.62], [-5.83, 0.72, -1.22], [-6.47, 0.32, -2.38], [-6.18, -0.92, -2.94], [-5.23, -1.74, -2.35], [-4.57, -1.33, -1.19], [-3.94, -3.23, -0.33], [-2.65, -2.36, -1.19], [-3.54, 1.23, 0.51], [-4.89, 0.59, 1.44], [-6.07, 1.68, -0.78], [-7.22, 0.96, -2.83], [-6.69, -1.25, -3.83], [-5.01, -2.71, -2.78], [-0.67, -0.25, -4.12], [-1.78, 0.13, -3.37], [-1.70, 0.09, -2.00], [-0.58, -0.32, -1.36], [0.50, -0.66, -2.09], [0.48, -0.64, -3.47], [-0.71, -0.22, -5.21], [-2.69, 0.46, -3.84], [-2.53, 0.40, -1.38], [1.39, -0.93, -1.54], [1.38, -0.92, -4.01]],
  "lowdin_spin": [2.251, -0.001, -0.001, 0.000, 0.005, 0.030, -0.005, 0.041, 0.009, 0.005, 0.023, 0.000, 0.000, 0.000, 0.000, 0.000, 0.000, 0.000, 0.001, -0.001, 0.002, 0.000, 0.003, 0.004, 0.008, 0.005, 0.017, 0.023, 0.008, 0.009, 0.001, 0.030, 0.189, 0.027, 0.216, 0.014, 0.004, 0.019, -0.004, 0.006, 0.001, 0.000, 0.000, 0.000, 0.001, 0.002, 0.000, 0.000, -0.001, -0.001, 0.000, 0.000, 0.000, 0.000, 0.016, -0.001, 0.019, 0.007, 0.018, -0.002, 0.001, 0.000, 0.001, 0.002, 0.000],
  "homo_energy_ev": [-13.347, -13.464],
  "total_charge": 2,
  "homo_lumo_gap_ev": [5.733, 5.652],
  "multiplicity": 4,
  "e_lumo_ev": [-7.61, -7.81]
}

#2
{
  "formula": "C29H27Br4NO2ReTe",
  "method": "ωB97M-V/def2-TZVPD",
  "species": ["Re", "C", "C", "C", "C", "C", "C", "C", "C", "C", "C", "H", "H", "H", "H", "H", "H", "H", "H", "H", "H", "H", "H", "H", "H", "Br", "C", "C", "Br", "C", "Br", "C", "O", "C", "O", "C", "Br", "C", "Te", "C", "C", "C", "C", "C", "C", "C", "H", "H", "H", "H", "H", "H", "H", "H", "C", "C", "C", "N", "C", "C", "H", "H", "H", "H", "H"],
  "coordinates": [[-0.38, 0.43, 0.27], [-1.05, -1.40, 4.51], [-0.77, -0.31, 3.46], [0.41, 0.55, 3.90], [-0.55, -1.01, 2.12], [0.73, -1.46, 1.75], [0.89, -2.56, 0.88], [-0.19, -3.15, 0.26], [-0.07, -4.35, -0.62], [-1.46, -2.55, 0.46], [-1.64, -1.54, 1.38], [-1.18, -0.94, 5.49], [-0.22, -2.10, 4.57], [-1.96, -1.96, 4.27], [-1.67, 0.31, 3.38], [1.26, -0.06, 4.19], [0.13, 1.14, 4.77], [0.74, 1.24, 3.12], [1.60, -1.07, 2.26], [1.88, -2.95, 0.70], [-0.07, -4.05, -1.67], [-0.91, -5.03, -0.47], [0.86, -4.89, -0.43], [-2.32, -2.94, -0.06], [-2.65, -1.20, 1.62], [0.92, -1.56, -6.31], [0.24, -0.74, -4.79], [-0.79, 0.27, -4.92], [-1.43, 0.71, -6.60], [-1.28, 0.94, -3.80], [-2.55, 2.31, -3.89], [-0.79, 0.59, -2.55], [-1.12, 1.21, -1.44], [0.17, -0.46, -2.40], [0.52, -0.74, -1.19], [0.72, -1.09, -3.55], [2.12, -2.30, -3.27], [-2.38, 3.66, 0.00], [-2.49, 1.91, 1.21], [-1.93, 3.16, 2.86], [-1.75, 4.54, 2.28], [-1.36, 5.58, 3.12], [-1.20, 6.86, 2.61], [-1.44, 7.11, 1.26], [-1.83, 6.08, 0.43], [-1.98, 4.78, 0.93], [-3.35, 3.81, -0.47], [-1.64, 3.47, -0.78], [-1.04, 2.77, 3.32], [-2.75, 3.10, 3.57], [-1.18, 5.39, 4.17], [-0.90, 7.67, 3.27], [-1.33, 8.11, 0.87], [-2.02, 6.27, -0.62], [3.11, 3.76, -0.25], [3.22, 2.52, -0.85], [2.22, 1.59, -0.66], [1.14, 1.85, 0.11], [1.05, 3.05, 0.71], [2.00, 4.03, 0.55], [3.87, 4.51, -0.39], [4.07, 2.27, -1.47], [2.28, 0.60, -1.10], [0.19, 3.21, 1.34], [1.88, 4.97, 1.05]],
  "lowdin_spin": [1.739, 0.004, 0.014, 0.009, 0.023, 0.000, 0.012, -0.001, -0.001, 0.001, 0.015, 0.001, 0.000, 0.000, 0.002, 0.000, 0.000, 0.006, 0.002, 0.001, 0.000, 0.000, 0.000, 0.000, 0.002, 0.031, 0.076, 0.146, 0.072, -0.013, -0.011, 0.147, 0.194, 0.140, 0.250, 0.019, 0.004, -0.002, 0.001, 0.024, 0.003, 0.001, 0.000, 0.000, 0.000, 0.000, -0.001, 0.000, 0.000, 0.001, 0.000, 0.000, 0.000, 0.000, 0.022, -0.001, 0.017, 0.020, 0.027, -0.001, 0.001, 0.000, 0.001, 0.004, 0.000],
  "homo_energy_ev": [-13.723, -13.847],
  "total_charge": 2,
  "homo_lumo_gap_ev": [7.031, 5.603],
  "multiplicity": 4,
  "e_lumo_ev": [-6.69, -8.24]
}

Which structure is the least stable? The one labeled #2.

#1
{
  "formula": "C7H15N6O2",
  "method": "ωB97M-V/def2-TZVPD",
  "species": ["C", "C", "C", "C", "C", "C", "C", "N", "N", "N", "N", "N", "N", "O", "O", "H", "H", "H", "H", "H", "H", "H", "H", "H", "H", "H", "H", "H", "H", "H"],
  "coordinates": [[-0.21, -1.41, -1.19], [1.51, -0.84, 0.12], [-0.41, -1.98, 0.94], [-1.53, 0.03, -0.04], [-1.04, -0.08, 2.26], [-0.51, 0.86, -2.18], [1.04, 1.85, 0.15], [-1.40, 1.17, 2.44], [-1.49, 1.43, 3.75], [0.55, -1.88, -0.07], [-0.39, 0.08, -0.92], [0.69, 0.39, -0.01], [-1.10, -0.63, 1.11], [-1.90, 2.13, 1.55], [-1.88, 2.56, 3.97], [0.37, -1.50, -2.13], [-1.10, -2.07, -1.02], [2.08, -0.79, 1.05], [2.14, -1.13, -0.66], [-1.21, -2.76, 0.69], [-0.22, -2.19, 2.01], [-1.82, 1.07, 0.26], [-2.43, -0.48, -0.37], [0.48, 0.85, -2.65], [-1.36, 0.55, -2.83], [-0.66, 1.91, -2.00], [0.47, 2.48, -0.52], [0.73, 2.15, 1.14], [2.11, 2.19, -0.02], [-2.11, 2.97, 2.32]],
  "nbo_charge": [-0.080, -0.064, -0.066, -0.122, 0.239, -0.432, -0.431, -0.068, 0.320, -0.404, -0.093, -0.314, -0.429, -0.615, -0.346, 0.239, 0.263, 0.249, 0.197, 0.208, 0.277, 0.283, 0.230, 0.246, 0.262, 0.242, 0.218, 0.225, 0.242, 0.520],
  "homo_energy_ev": -12.400,
  "total_charge": 1,
  "homo_lumo_gap_ev": 9.344,
  "multiplicity": 1,
  "e_lumo_ev": -3.06
}

#2
{
  "formula": "C7H15N6O2",
  "method": "ωB97M-V/def2-TZVPD",
  "species": ["N", "C", "C", "C", "C", "N", "C", "H", "H", "H", "H", "H", "H", "H", "C", "O", "N", "N", "H", "H", "H", "H", "C", "O", "N", "N", "H", "H", "H", "H"],
  "coordinates": [[-3.82, -0.89, 0.35], [-2.54, -0.48, 1.01], [-1.40, 0.11, 0.11], [-0.09, 0.56, 0.86], [-0.07, 0.37, 2.40], [-1.08, -0.21, 3.23], [-2.25, -0.61, 2.53], [-3.82, -0.61, -0.64], [-4.06, -1.89, 0.49], [-4.58, -0.35, 0.83], [-1.53, 0.21, -1.03], [0.80, 1.01, 0.29], [0.89, 0.73, 2.94], [-3.09, -1.07, 3.16], [-0.35, -3.16, -1.90], [-1.54, -3.42, -1.78], [0.23, -2.12, -1.24], [0.49, -3.87, -2.68], [1.21, -1.88, -1.32], [-0.36, -1.57, -0.65], [0.09, -4.65, -3.18], [1.46, -3.67, -2.79], [3.04, 2.93, -0.14], [2.71, 1.75, -0.19], [2.13, 3.94, -0.13], [4.33, 3.33, -0.10], [2.38, 4.92, -0.09], [1.16, 3.69, -0.16], [5.03, 2.61, -0.11], [4.62, 4.29, -0.07]],
  "nbo_charge": [-0.696, -0.001, -0.231, -0.245, 0.066, -0.373, 0.037, 0.465, 0.466, 0.452, 0.259, 0.310, 0.243, 0.222, 0.775, -0.700, -0.846, -0.833, 0.401, 0.396, 0.415, 0.396, 0.781, -0.705, -0.837, -0.830, 0.399, 0.401, 0.415, 0.397],
  "homo_energy_ev": -12.530,
  "total_charge": 1,
  "homo_lumo_gap_ev": 8.841,
  "multiplicity": 1,
  "e_lumo_ev": -3.69
}

Which structure is the least stable? The one labeled #1.